No. 1
This record from OMol25 describes 2 unconnected molecules or ions with the total composition C13H29N6O5. The level of theory is ωB97M-V with the def2-TZVPD basis set.

- E_LUMO: -2.6 eV
- DFT total energy: -1217.332781 Ha
- F_max: 2.45 eV/Å
- Net charge: +1
- Orbital gap: 0.3308 Eh
- HOMO level: -0.4261 Eh

Positions of all 53 atoms, in Å:
O 6.443 0.626 3.091
O -3.822 2.647 -4.928
O 1.438 -0.287 3.579
O -2.432 1.726 -3.405
O -5.168 5.412 -1.511
C 5.569 -0.211 2.943
C -3.653 2.117 -3.847
C 2.304 -1.057 3.195
C -1.166 -0.807 -1.380
N -1.224 0.480 -1.205
N 2.347 -2.267 3.768
N -0.189 -1.539 -0.868
N -4.874 0.628 -2.179
N 4.430 0.144 2.341
N -2.124 -1.333 -2.086
C 5.816 -1.620 3.428
C 3.054 -3.505 3.430
C -4.971 4.437 -2.529
C 0.957 -1.003 -0.103
C -4.880 1.922 -2.918
C -4.949 3.049 -1.877
C 1.988 -2.084 0.255
C 3.314 -1.493 0.775
C 3.179 -0.581 2.014
H -1.840 1.994 -4.132
H -5.240 6.307 -1.889
H -0.546 0.939 -0.627
H -1.927 1.016 -1.701
H 1.712 -2.330 4.550
H -0.223 -2.533 -1.022
H -5.293 -0.104 -2.758
H -5.411 0.725 -1.311
H 4.442 1.128 2.116
H -2.154 -2.317 -2.275
H -2.882 -0.728 -2.376
H 5.775 -2.304 2.585
H 6.815 -1.663 3.863
H 5.093 -1.871 4.198
H 3.881 -3.342 2.751
H 2.360 -4.215 2.976
H 3.451 -3.956 4.342
H -5.785 4.496 -3.260
H -4.029 4.644 -3.048
H 0.590 -0.544 0.818
H 1.455 -0.238 -0.702
H -5.781 1.975 -3.543
H -4.089 2.985 -1.203
H -5.857 2.929 -1.277
H 2.210 -2.668 -0.639
H 1.560 -2.756 0.999
H 4.013 -2.303 0.969
H 3.752 -0.900 -0.031
H 2.561 0.236 1.645

Cartesian forces, eV/Å:
-0.1 0.1 0.0
0.8 -0.7 1.3
0.0 0.7 0.0
-0.4 0.2 -0.3
0.0 0.1 0.1
2.0 -0.3 0.8
-2.0 0.7 -1.2
-0.5 0.3 -0.2
0.7 -0.3 0.5
0.4 1.6 0.6
0.9 -1.2 0.1
0.8 -0.4 0.4
0.5 0.1 -0.5
-2.0 -0.3 -0.6
-1.1 -1.1 -1.0
-0.1 0.3 0.0
-0.2 0.2 0.2
-0.1 0.4 0.1
0.0 0.0 0.1
0.1 -0.6 0.9
0.3 0.6 -0.4
-0.1 0.2 0.0
-0.1 -0.3 0.2
0.5 0.6 -0.7
0.2 -0.1 0.2
0.1 -0.7 0.1
0.0 0.2 0.0
0.2 0.1 0.1
-0.1 0.0 -0.1
0.0 0.0 0.0
0.0 0.3 0.4
0.2 -0.2 -0.5
-0.1 -0.1 0.0
-0.1 0.0 -0.1
-0.3 -0.2 0.0
-0.1 -0.3 0.0
-0.2 0.1 -0.1
-0.1 -0.3 0.0
-0.1 0.1 0.0
0.0 -0.1 0.0
0.0 0.1 -0.1
0.1 -0.1 -0.1
0.0 -0.2 -0.1
-0.1 0.1 0.0
0.0 0.1 -0.1
0.5 0.2 -0.2
-0.1 0.0 0.0
0.1 0.0 -0.1
0.0 -0.1 0.0
-0.1 -0.1 0.0
0.0 -0.1 -0.1
0.1 0.1 0.1
-0.1 0.1 0.2


No. 2
This record from OMol25 describes a molecular structure, C17H26ClMnO2S4Te. The level of theory is ωB97M-V with the def2-TZVPD basis set.

- E_LUMO (spin up / spin down): -2.6 / -2.6 eV
- DFT total energy: -4285.591618 Ha
- ⟨S²⟩: 1.109
- Multiplicity: 2
- Energy relative to the best compared isomer or geometry (same formula, charge and spin): 43.7 kJ/mol
- F_max: 1.49 eV/Å
- Net charge: +1
- Orbital gap (spin up / spin down): 0.2853 / 0.2844 Eh
- HOMO level (spin up / spin down): -0.3824 / -0.3810 Eh

Positions of all 52 atoms, in Å:
Mn -0.277 0.171 0.427
C 1.040 -2.202 -2.027
C 0.092 -1.408 -2.900
S -0.150 0.273 -2.263
C -1.864 0.527 -2.789
C -2.474 1.721 -2.085
S -2.492 1.652 -0.282
C -3.978 0.704 0.108
C -3.927 -0.781 -0.210
S -2.492 -1.568 0.570
C -2.213 -2.905 -0.623
C -0.858 -3.557 -0.396
S 0.540 -2.415 -0.312
H 2.004 -1.696 -1.949
H 1.210 -3.189 -2.459
H -0.881 -1.888 -2.980
H 0.511 -1.323 -3.903
H -2.414 -0.390 -2.588
H -1.868 0.705 -3.865
H -3.497 1.879 -2.428
H -1.903 2.623 -2.309
H -4.827 1.164 -0.398
H -4.102 0.861 1.181
H -3.871 -0.960 -1.282
H -4.829 -1.263 0.166
H -2.299 -2.483 -1.623
H -3.003 -3.646 -0.491
H -0.665 -4.301 -1.171
H -0.846 -4.068 0.567
Cl 6.384 3.392 -0.324
C 4.980 2.394 -0.121
C 5.126 0.995 -0.060
C 4.040 0.181 0.116
C 2.732 0.714 0.247
O 1.736 -0.083 0.451
C 2.604 2.124 0.163
C 1.331 2.748 0.244
O 0.234 2.186 0.378
C 3.741 2.946 -0.019
H 6.116 0.569 -0.155
H 4.151 -0.895 0.173
H 1.322 3.843 0.163
H 3.614 4.020 -0.079
C 1.596 0.903 3.663
Te 0.288 -0.640 3.012
C -1.101 -0.314 4.593
H 0.995 1.737 4.016
H 2.210 1.208 2.821
H 2.222 0.519 4.463
H -0.690 -0.751 5.498
H -2.045 -0.793 4.349
H -1.249 0.755 4.722

Cartesian forces, eV/Å:
0.8 0.2 -1.2
0.0 0.0 0.1
0.1 0.1 -0.1
-0.1 0.1 0.7
0.1 0.0 -0.2
0.0 0.0 0.1
0.1 -0.2 0.6
0.0 0.1 -0.1
0.0 -0.1 0.2
0.1 0.0 0.1
-0.1 0.0 0.1
0.1 0.1 -0.1
-0.2 0.0 0.5
0.0 0.0 0.0
0.1 0.0 0.0
0.0 0.0 0.0
0.0 0.0 0.0
0.0 0.0 0.0
0.0 0.0 0.0
0.0 0.0 0.0
0.0 0.0 -0.1
0.0 0.0 0.1
-0.1 0.0 0.0
0.0 0.0 0.0
0.0 0.0 -0.1
0.0 0.0 0.0
0.0 0.0 -0.1
0.0 -0.1 0.0
0.0 -0.1 0.0
0.0 0.0 0.0
0.1 0.0 0.0
0.0 0.0 0.0
0.0 -0.1 0.0
0.0 0.1 0.1
-0.3 -0.2 -0.1
0.0 0.0 0.0
0.0 0.0 0.0
-0.3 -0.2 0.3
-0.1 0.1 0.0
0.0 0.0 0.0
0.0 0.0 0.0
0.0 0.0 0.0
0.0 0.0 0.0
0.0 -0.1 0.0
-0.1 0.3 -0.2
0.0 0.1 -0.1
0.0 0.0 0.0
0.0 0.0 0.0
0.0 0.0 0.0
0.0 0.0 0.0
0.0 0.0 0.0
0.0 0.0 0.0


No. 3
This record from OMol25 describes a molecular structure, C15H36FNO7Sr. The level of theory is ωB97M-V with the def2-TZVPD basis set.

- E_LUMO: -0.5 eV
- DFT total energy: -1305.031972 Ha
- Energy relative to the best compared isomer or geometry (same formula, charge and spin): 314.4 kJ/mol
- F_max: 2.82 eV/Å
- Net charge: 0
- Orbital gap: 0.1958 Eh
- HOMO level: -0.2128 Eh

Positions of all 61 atoms, in Å:
Sr -0.752 -0.487 -0.853
C 1.632 1.856 -1.587
C 1.224 2.834 -0.443
C 0.237 3.862 -1.087
C -0.474 4.755 -0.030
C -1.266 3.789 0.843
C -0.434 2.777 1.611
N 0.392 2.090 0.569
O 0.881 0.800 0.966
C -1.325 1.762 2.405
C 0.213 3.559 2.762
C 2.427 3.540 0.082
H 0.956 1.038 -1.836
H 2.626 1.496 -1.324
H 1.809 2.389 -2.522
H -0.487 3.386 -1.749
H 0.682 4.672 -1.665
H -1.129 5.429 -0.582
H 0.187 5.385 0.565
H -2.059 3.234 0.341
H -1.749 4.512 1.500
H -0.712 0.998 2.883
H -2.106 1.326 1.782
H -1.728 2.216 3.309
H 0.999 2.981 3.248
H -0.451 3.831 3.583
H 0.624 4.511 2.426
H 3.229 3.686 -0.642
H 2.902 2.986 0.891
H 2.136 4.552 0.364
F -3.315 -0.119 -0.215
C -2.798 -4.821 -1.429
C -1.685 -3.754 -1.619
O -2.078 -2.407 -1.624
O -3.347 -4.830 -0.071
H -2.438 -5.829 -1.634
H -3.561 -4.685 -2.196
H -1.190 -3.682 -2.588
H -0.813 -4.023 -1.023
H -2.931 -2.290 -2.050
H -3.516 -3.959 0.296
C -0.212 -2.455 2.465
C 0.733 -3.669 2.213
O 0.005 -4.761 1.821
O -0.991 -2.004 1.298
H 0.497 -1.794 2.964
H -0.874 -2.588 3.321
H 1.374 -3.816 3.082
H 1.486 -3.452 1.456
H -0.779 -4.508 1.327
H -1.926 -2.028 1.514
C 2.234 -1.679 -3.047
C 2.238 -2.384 -1.632
O 1.473 -1.703 -0.641
O 0.958 -1.117 -3.248
H 2.366 -2.316 -3.922
H 2.955 -0.898 -3.286
H 3.264 -2.548 -1.304
H 1.745 -3.354 -1.708
H 2.024 -1.058 -0.191
H 0.618 -1.231 -4.138

Cartesian forces, eV/Å:
-0.7 1.7 2.2
0.9 0.5 0.6
-2.4 -0.6 -0.9
0.5 1.7 0.9
-0.4 -2.3 -1.1
-1.0 1.2 0.7
-0.2 0.1 0.8
-0.7 -1.1 -0.4
0.2 0.3 -0.9
0.5 0.0 -0.4
1.6 0.3 0.1
1.0 0.6 0.4
0.1 0.2 0.2
-0.1 -0.7 0.0
-0.2 0.4 0.0
-0.2 -0.2 0.3
1.1 -0.6 -0.7
-0.2 0.0 0.2
0.2 -0.2 -0.1
0.0 0.2 -0.6
-0.5 -0.6 0.8
0.3 -0.3 -0.7
-0.1 -0.2 0.1
-0.6 0.5 -0.5
0.3 -0.1 -0.2
-0.5 -0.2 -0.3
0.4 0.0 0.0
-0.1 -0.1 -0.5
-0.3 0.1 0.3
0.2 -0.1 0.6
1.5 -0.4 -0.5
0.1 1.2 0.8
0.6 -1.5 -1.9
-0.6 0.8 1.6
0.8 -0.6 -1.2
0.4 0.1 0.4
-0.5 0.4 0.2
-0.2 -2.0 -0.8
-0.3 0.9 1.1
-0.3 0.1 0.2
0.0 0.4 -0.5
1.1 -0.3 0.6
-0.9 2.0 -0.7
-0.3 -2.2 0.0
1.5 -0.6 0.9
-0.2 1.5 -1.1
-0.5 -0.8 -0.3
-0.6 -0.5 0.5
-0.1 0.6 -0.4
0.0 0.3 0.0
-0.2 0.3 0.2
-0.2 -0.2 -0.5
0.0 0.2 -1.0
0.5 -0.2 -0.7
-1.8 0.7 0.7
0.4 -1.1 0.6
0.4 0.2 1.1
0.0 0.0 0.0
0.1 -0.1 -0.3
0.0 0.7 0.5
0.3 -0.1 0.0


No. 4
This record from OMol25 describes a gas-phase ion, C12H14NO2 (charge +1). The level of theory is ωB97M-V with the def2-TZVPD basis set.

- E_LUMO: -3.1 eV
- DFT total energy: -670.567652 Ha
- SMILES: C[N@H+]1CCC(=O)[C@]12COc1ccccc12
- Energy relative to the best compared isomer or geometry (same formula, charge and spin): 36.9 kJ/mol
- F_max: 5.74 eV/Å
- Net charge: +1
- Orbital gap: 0.3475 Eh
- HOMO level: -0.4621 Eh

Positions of all 29 atoms, in Å:
C 0.631 1.258 -1.631
N 1.383 0.291 -0.891
C 2.039 0.955 0.307
C 2.474 -0.225 1.186
C 1.517 -1.357 0.857
O 1.614 -2.471 1.250
C 0.599 -0.785 -0.212
C -0.035 -1.899 -1.287
O -1.256 -1.367 -1.660
C -1.693 -0.602 -0.612
C -3.028 -0.231 -0.420
C -3.234 0.619 0.697
C -2.246 0.739 1.690
C -0.954 0.316 1.564
C -0.716 -0.379 0.320
H 0.086 1.927 -0.990
H 1.185 1.920 -2.140
H -0.137 0.892 -2.287
H 1.985 -0.135 -1.475
H 1.417 1.682 0.876
H 2.853 1.551 -0.143
H 2.296 0.161 2.287
H 3.533 -0.279 1.069
H 0.376 -2.176 -2.209
H 0.012 -2.852 -0.739
H -3.627 -0.254 -1.312
H -4.210 1.021 0.918
H -2.599 1.004 2.658
H -0.265 0.678 2.326

Cartesian forces, eV/Å:
-3.4 0.1 0.6
-3.3 2.1 4.2
1.5 0.6 -0.3
-1.0 3.0 2.6
2.0 0.6 -0.8
-0.7 -0.4 0.1
-1.8 -3.7 -2.3
1.6 0.5 1.9
-1.4 0.4 0.5
-1.2 -1.2 0.7
1.4 2.5 0.1
0.2 -2.0 -0.6
-1.2 -0.3 0.2
-0.4 -0.3 -2.3
1.1 2.2 2.3
-0.3 -0.1 0.9
2.8 1.8 -2.0
0.0 -0.9 -0.4
3.2 -1.8 -2.3
-0.3 -0.8 -1.1
-0.1 -0.3 0.6
0.4 -1.2 -1.9
0.7 -1.3 0.1
1.8 0.3 -1.3
-1.0 0.3 0.4
-0.9 -0.4 0.2
-0.1 0.1 -0.2
0.0 1.0 0.6
0.3 -0.9 -0.3